Below is a structure of composition C43H39BN10NiS, with properties calculated with ωB97M-V/def2-TZVPD.

## Properties
Largest force on an atom = 0.36 eV/Å
Orbital gap (spin up / spin down) = 0.242 / 0.241 hartree
Energy = -4141.06935 a.u.
LUMO energy (spin up / spin down) = -0.388 / -0.416 eV
Relative energy (zero: lowest compared OMol25 entry of this formula, charge and spin) = 0.00 kJ/mol
Spin multiplicity = 3
<S²> = 2.006

XYZ file:
```
95
Properties=species:S:1:pos:R:3:forces:R:3:lowdin_spin:R:1
H 3.119 5.179 1.960 0.0 0.0 0.0 0.000
H -2.598 0.234 4.280 0.0 0.0 0.0 0.000
B 2.341 2.136 2.023 0.0 0.0 0.0 0.000
H -3.861 2.761 -3.967 0.0 0.0 0.0 0.000
C -1.226 -1.066 3.272 -0.1 0.0 -0.1 0.000
C 1.235 4.395 1.292 0.0 0.0 0.0 0.000
C -1.190 3.346 -1.230 0.0 0.0 0.0 0.000
H -5.944 -3.943 -4.452 0.0 0.0 0.0 0.000
N 1.364 3.055 1.258 0.1 0.1 0.0 0.001
H -6.023 0.405 -2.120 0.0 0.0 0.0 0.000
N 0.492 2.521 0.369 0.0 0.0 0.0 0.047
H -4.538 -1.259 3.960 0.0 0.0 0.0 0.000
H -7.936 -0.275 -3.518 0.0 0.0 0.0 0.000
H 0.728 -3.753 -1.779 0.0 0.0 0.0 0.000
H 4.822 -2.021 -1.716 0.0 0.0 0.0 0.000
H -1.575 1.857 -4.251 0.0 0.0 0.0 0.000
H 5.639 0.163 -0.735 0.0 0.0 0.0 0.000
H 0.573 -1.310 -4.132 0.0 0.0 0.0 0.000
H -0.102 5.732 0.155 0.0 0.0 0.0 0.000
H 2.029 1.910 6.204 0.0 0.0 0.0 0.000
H -4.421 4.071 -1.945 0.0 0.0 0.0 0.000
H 2.597 -5.361 -1.541 0.0 0.0 0.0 0.000
H 2.083 -3.153 -4.804 0.0 0.0 0.0 0.000
C -3.111 2.931 -3.205 0.0 0.0 0.0 0.000
C 3.415 0.045 -0.742 0.0 0.1 -0.1 0.004
H 6.468 1.677 1.345 0.0 0.0 0.0 0.000
C 3.434 -4.376 0.173 0.0 0.0 0.0 0.000
C 2.055 5.273 2.177 0.0 0.0 0.0 0.000
C -6.011 -0.548 -2.635 0.0 0.0 0.0 0.000
C 3.558 -2.683 -3.318 0.0 0.1 -0.1 0.000
C -0.184 3.532 -0.170 0.0 0.1 0.0 0.004
C 2.269 -2.413 0.924 0.0 0.0 0.0 0.000
C 1.453 -3.645 -0.985 0.0 -0.1 0.1 0.001
C 1.346 -2.578 -0.101 0.0 0.0 0.1 0.003
H 5.359 1.608 2.719 0.0 0.0 0.0 0.000
C 3.906 -1.850 -2.267 0.0 0.1 -0.1 0.000
H 2.191 3.133 4.940 0.0 0.0 0.0 0.000
H 1.765 6.311 2.026 0.0 0.0 0.0 0.000
C -2.476 -0.715 3.774 0.0 0.0 -0.1 0.000
C -5.966 -2.988 -3.943 0.0 0.0 0.0 0.000
C 3.312 -3.316 1.060 0.0 0.0 0.0 0.000
C -3.415 -2.748 2.898 0.0 0.0 0.0 0.000
C 1.419 1.238 4.289 0.0 0.1 0.0 -0.001
H 0.128 2.249 -2.505 0.0 0.0 0.0 0.000
H 2.159 -1.586 1.613 0.0 0.0 0.0 0.000
C 4.689 0.420 -0.297 0.0 0.0 0.0 0.001
C -4.884 -2.616 -3.161 0.0 0.0 0.0 0.000
C -3.566 -1.551 3.584 0.0 0.0 0.0 0.000
N 3.137 1.306 0.991 0.0 0.1 0.0 0.000
C 0.243 4.741 0.397 0.0 0.0 0.0 0.001
H 0.045 0.163 5.639 0.0 0.0 0.0 0.000
N 0.288 -1.617 -0.193 0.0 -0.1 0.1 0.041
H -3.865 -0.045 -1.277 0.0 0.0 0.0 0.003
Ni 0.420 0.416 0.346 -0.2 0.2 0.2 1.703
H -2.035 -4.054 1.895 0.0 0.0 0.0 0.000
H 1.215 0.195 -2.288 0.0 0.0 0.0 0.002
H 1.908 5.027 3.229 0.0 0.0 0.0 0.000
C 2.358 -2.495 -3.990 0.1 0.0 0.0 0.000
C -7.083 -0.934 -3.421 0.0 0.0 0.0 0.000
C -1.829 -1.198 -0.814 0.2 0.0 0.0 0.009
N -2.768 -1.707 -1.552 0.0 0.0 0.0 0.006
H -7.909 -2.457 -4.693 0.0 0.0 0.0 0.000
H -4.024 -3.259 -3.051 0.0 0.0 0.0 0.000
C -3.424 3.667 -2.071 0.0 0.0 0.0 0.000
C 3.061 -0.812 -1.882 0.0 0.0 0.0 0.001
N 2.489 0.591 0.041 -0.1 -0.1 0.2 0.038
H 3.092 2.798 2.673 0.0 0.0 0.0 0.000
H 3.349 1.812 5.035 0.0 0.0 0.0 0.000
N -0.731 -2.053 -0.765 -0.1 -0.1 0.1 0.000
C 1.867 -0.620 -2.573 0.0 0.0 -0.1 0.003
C 4.469 1.223 0.806 0.0 0.0 0.0 0.000
H -0.095 -2.584 2.277 0.0 0.0 -0.1 0.000
C 1.511 -1.462 -3.615 0.0 0.0 0.0 0.000
C -0.876 2.633 -2.382 0.0 0.0 0.0 0.000
H -2.718 4.429 -0.192 0.0 0.0 0.0 0.000
C 5.460 1.917 1.678 0.0 0.0 0.0 0.000
N 1.523 1.212 2.947 0.0 -0.1 0.0 0.002
S -1.890 0.340 -0.006 0.2 -0.1 -0.1 0.072
C -4.908 -1.389 -2.503 0.0 0.0 0.0 0.000
C 2.298 2.071 5.162 0.0 0.0 0.0 0.000
H 4.217 -3.493 -3.602 0.0 0.0 0.0 0.000
C -7.070 -2.156 -4.080 0.0 0.0 0.0 0.000
H 4.252 -5.078 0.276 0.0 0.0 0.0 0.000
N -3.846 -0.966 -1.707 -0.1 0.0 0.0 0.006
C -2.165 -3.118 2.423 0.0 0.0 0.0 0.000
C -1.075 -2.284 2.620 0.0 0.0 0.0 0.000
C -2.466 3.880 -1.091 0.0 0.0 0.0 0.000
H -4.270 -3.393 2.738 0.0 0.0 0.0 0.000
H 5.334 2.999 1.641 0.0 0.0 0.0 0.000
C -1.829 2.422 -3.363 0.0 0.0 0.0 0.000
C -0.094 -0.137 3.441 -0.1 0.1 0.0 0.003
C 0.388 0.394 4.645 0.0 -0.1 0.0 0.001
N 0.595 0.372 2.421 0.2 0.0 -0.2 0.045
H 4.028 -3.189 1.861 0.0 0.0 0.0 0.000
C 2.502 -4.537 -0.846 -0.1 0.0 0.1 0.000
```
Positions in Å, forces in eV/Å.